Entry 1:
C13H29Cl15GaNOPSi as an isolated structure. Source: OMol25; level of theory: wB97M-V/def2-TZVPD.

As for the HOMO energy: -3.51 eV. The strongest force on any atom comes out at 0.54 eV/A. Its LUMO energy is 0.0740 Eh. For the HOMO-LUMO gap, the calculation gives 5.519 eV.

Geometry as ORCA input:
```
! RIJCOSX wB97M-V def2-TZVPD def2/J DEFGRID3
* xyz -1 1
Ga -0.257 1.453 -1.525
Cl 2.078 0.013 -6.381
Cl -1.132 -5.133 4.507
Cl -5.827 4.904 1.650
Cl -0.853 -2.904 2.663
Cl -5.092 0.397 7.324
Cl -5.730 2.011 1.371
Cl -5.089 -0.517 4.565
Cl 2.352 -1.024 -3.687
Cl -5.075 3.718 -0.899
Cl 4.986 2.208 -1.959
Cl -3.494 -3.790 3.477
Cl 7.554 1.572 -3.164
Cl -2.979 -1.354 6.376
Cl -0.268 -0.950 -4.955
Cl 5.403 2.646 -4.796
P -2.304 1.526 -0.295
Si 3.535 -1.330 -0.103
O 2.679 -0.001 -0.523
N -0.375 2.773 -2.949
C 4.084 -1.332 1.700
C 2.623 -2.934 -0.392
C -4.681 -0.926 6.226
C 5.048 -1.363 -1.215
C -2.183 0.213 1.042
C 6.146 2.647 -3.196
C -6.054 3.540 0.544
C -3.488 0.820 -1.544
C -3.366 -0.768 1.146
C 1.282 1.964 -0.321
C -1.838 -4.282 3.123
C 1.922 0.796 0.399
C 1.292 -0.162 -4.796
H 0.949 2.678 0.441
H 5.116 -1.691 1.723
H 5.978 -1.385 -0.644
H 1.113 0.831 -4.394
H -2.115 0.771 1.977
H -5.270 -1.787 6.514
H -1.252 -0.354 0.952
H 4.073 -0.352 2.178
H -1.866 -4.975 2.292
H 1.688 -3.009 0.167
H -3.247 -0.210 -1.819
H 5.024 -2.247 -1.858
H 2.416 -3.106 -1.449
H -4.194 -0.499 0.493
H 6.500 3.650 -2.997
H -0.240 3.713 -2.591
H -3.065 -1.785 0.894
H -7.094 3.534 0.250
H 3.497 -2.028 2.301
H -3.399 1.441 -2.437
H -4.516 0.848 -1.177
H 1.150 0.157 0.851
H 2.595 1.130 1.200
H -1.282 2.780 -3.405
H -3.754 -0.791 2.165
H 3.275 -3.745 -0.050
H 2.047 2.478 -0.914
H 5.046 -0.493 -1.869
H -0.074 0.014 -2.207
*
```

***

Entry 2:
A 2-piece molecular cluster, C4H8NO2S overall at a distorted geometry. Source: OMol25; level of theory: wB97M-V/def2-TZVPD.

As for the HOMO energy: -4.32 eV. The strongest force on any atom comes out at 3.42 eV/A. Its LUMO energy is 0.1345 Eh. For the HOMO-LUMO gap, the calculation gives 7.981 eV.

Geometry as ORCA input:
```
! RIJCOSX wB97M-V def2-TZVPD def2/J DEFGRID3
* xyz -1 1
S -1.976 2.364 0.407
O 0.865 2.251 0.283
O -0.182 1.983 -1.701
N 0.805 -1.392 -0.359
C -0.008 2.173 -0.512
C -0.163 -0.749 0.146
C -1.584 -1.163 -0.129
C 2.121 -0.958 -0.015
H 2.640 -1.871 0.128
H 2.240 -0.196 0.797
H -1.666 1.557 1.507
H -2.144 -1.182 0.811
H 2.791 -0.426 -0.844
H -0.097 -0.003 0.887
H -2.122 -0.217 -0.750
H -1.519 -2.171 -0.656
*
```

***

Q: What is the HOMO energy in the second record?
A: -4.32 eV